70
Properties=species:S:1:pos:R:3:forces:R:3 method="wB97M-V/def2-TZVPD" lumo_energy_ev="-3.62 / -3.38" energy_ev=-54505.5524 homo_energy_ev="-9.36 / -9.24" multiplicity=1 largest_force_ev_per_a=3.173 total_charge=+1
Bi -0.89039 -0.39888 -0.48853 1.662 1.463 1.857
P -1.17585 -1.20576 -2.89759 -0.774 0.478 1.053
P -2.73201 -2.21424 -0.33960 0.647 0.587 -0.757
O 0.69444 -2.02525 -0.23436 0.571 -0.648 -0.652
O 2.73849 -2.23915 -0.93983 -1.826 0.749 0.997
N 1.92721 -1.50590 -0.41481 0.428 -0.853 -0.755
C -3.80734 -1.58924 -5.05858 0.275 -1.080 -0.876
C -3.71912 -2.90754 -4.80634 0.210 0.649 -0.881
C -4.18452 -1.17224 0.05420 -0.344 -0.056 0.462
C -6.17675 -1.22855 -4.08351 0.183 0.469 -0.806
C -4.86218 -3.85437 -4.61536 -0.323 -0.586 0.354
C -0.22853 -1.94023 -4.23918 0.338 -0.551 -0.342
C -0.67197 1.98682 3.22962 -0.282 0.161 0.513
C -1.02211 3.70475 0.61386 -0.206 0.199 -0.137
C 3.37080 1.11470 0.24667 0.570 -0.094 -0.205
C 2.10965 1.67335 0.75819 -0.701 1.216 -1.659
C 2.07939 0.40391 2.99245 0.195 -0.328 0.255
C 0.28294 2.05041 2.10494 2.074 -1.909 0.415
C -5.71675 -1.62698 -2.71633 -0.644 -0.802 0.740
C 1.49737 3.19968 -1.23591 0.219 0.508 -0.443
C -2.02029 0.31324 -3.46729 -0.023 0.266 -0.435
C -5.05419 -0.76109 -5.04884 -0.572 0.140 -0.093
C -5.51546 -2.89378 -2.29272 -0.827 0.711 -0.063
C 1.51002 1.33755 2.00107 -2.792 0.891 1.215
C -2.98011 -3.88697 0.30653 -0.049 -0.441 0.127
C 1.25582 2.59517 0.08985 0.038 -0.922 0.639
C 0.12640 2.82511 0.92229 0.922 -0.074 -0.950
C -5.26941 -4.10038 -3.13871 -0.363 -0.426 -0.504
C -2.50008 -2.31336 -2.19661 -0.099 -0.632 -0.158
H -0.89621 4.68265 1.10176 -0.098 -0.143 -0.083
H 4.15987 1.16451 1.01213 -0.130 0.001 -0.219
H 1.89613 4.21982 -1.12816 -0.073 -0.161 -0.234
H 2.41683 -0.52726 2.51048 -0.038 0.233 0.176
H -5.73934 -3.55165 -5.20513 0.415 -0.098 0.198
H -1.54611 0.63306 -4.40621 -0.253 0.005 0.161
H 2.23042 2.61590 -1.80458 -0.219 0.179 -0.005
H -6.86376 -0.36935 -3.96051 0.236 -0.455 -0.045
H 0.63195 -2.47726 -3.80636 -0.335 0.172 -0.177
H 3.69753 1.66247 -0.64340 0.116 -0.136 0.222
H -5.65155 -3.14371 -1.23074 0.660 0.329 -0.309
H -3.35187 -3.82354 1.34339 0.157 -0.017 -0.417
H -5.72154 -0.80368 -1.99159 -0.280 -0.493 -0.105
H -0.48086 2.79990 3.94727 -0.192 -0.200 -0.059
H 3.24697 0.05421 -0.03519 0.171 0.626 0.257
H -4.54243 -4.83425 -5.01481 -0.212 0.405 0.087
H -5.48725 -0.72096 -6.06225 0.213 0.031 0.178
H -1.96802 3.28033 0.97542 0.154 0.126 -0.029
H -4.49228 -4.71683 -2.65304 -0.169 0.215 -0.075
H 2.94857 0.85204 3.49905 -0.174 -0.185 -0.063
H -1.70732 2.09506 2.87793 0.154 -0.052 0.190
H -0.83829 -2.64302 -4.82560 0.227 0.267 0.130
H -2.27656 -3.35611 -2.47989 -0.223 0.252 0.098
H -3.69839 -4.45425 -0.31097 0.234 0.260 0.263
H -1.10780 3.88537 -0.46422 -0.001 0.031 0.207
H 1.33242 0.15308 3.75205 0.251 -0.026 -0.044
H -2.00944 -4.41114 0.31067 -0.384 0.231 -0.011
H -1.90345 1.12456 -2.73156 0.034 -0.294 -0.240
H -4.10441 -0.85727 1.11099 0.079 -0.161 -0.394
H -3.09229 0.15131 -3.63942 0.470 0.113 0.133
H -4.79416 0.28113 -4.81499 -0.016 -0.171 -0.027
H -6.76768 -2.02459 -4.55946 0.232 0.306 0.328
H -6.17005 -4.73909 -3.14244 0.249 0.109 0.066
H -2.92463 -1.07868 -5.46831 -0.207 -0.245 0.445
H -2.73811 -3.40358 -4.85229 -0.390 0.365 -0.109
H -0.57948 1.03824 3.77260 -0.123 0.238 -0.064
H -4.22688 -0.26267 -0.56217 0.217 -0.406 0.160
H 0.57137 3.27144 -1.82255 0.224 0.009 -0.016
H -5.12845 -1.71900 -0.05906 0.322 0.213 0.107
H -3.44463 -2.02282 -2.66018 0.342 -0.326 0.090
H 0.14860 -1.14565 -4.90236 -0.152 -0.231 0.321